# 1
Density functional theory data (wB97M-V/def2-TZVPD) for one molecule with the formula C16H23ClN4O2 at a distorted geometry.

Each atom is followed by the atoms it is bonded to, with distances in Å.
CARTESIAN COORDINATES (ANGSTROEM)
1 C 5.00 -1.45 -2.09  C2 1.501, H24 1.109, H25 1.121, H26 1.135
2 C 3.72 -0.67 -2.04  C1 1.501, C3 1.452, C23 1.572, H27 1.095
3 C 4.08 0.69 -1.67  C2 1.452, C4 1.532, H28 1.088, H29 1.085
4 C 2.87 1.63 -1.72  C3 1.532, C5 1.556, H30 1.068, H31 1.027
5 C 1.59 1.09 -1.01  C4 1.556, C6 1.545, C22 1.526, H32 1.141
6 C 0.39 2.06 -1.00  C5 1.545, N7 1.384, H33 1.097, H34 1.085
7 N -0.68 1.57 -0.28  C6 1.384, C8 1.456, C20 1.374
8 C -1.08 2.09 1.02  N7 1.456, C9 1.450, H35 1.128, H36 1.106
9 C -1.44 1.03 1.93  C8 1.450, N10 1.499, H37 1.019, H38 1.108
10 N -2.62 0.23 1.45  C9 1.499, C11 1.353, C19 1.557
11 C -3.37 -0.72 2.06  N10 1.353, C12 1.447, C17 1.395
12 C -2.86 -2.07 2.09  C11 1.447, N13 1.274, H39 1.094
13 N -3.40 -3.15 2.50  C12 1.274, N14 1.384
14 N -4.62 -2.96 3.13  N13 1.384, C15 1.401, H40 0.960
15 C -5.22 -1.71 3.35  N14 1.401, O16 1.173, C17 1.519
16 O -6.30 -1.53 3.76  C15 1.173
17 C -4.61 -0.50 2.67  C11 1.395, C15 1.519, Cl18 1.770
18 Cl -5.35 1.11 2.66  C17 1.770
19 C -2.85 0.21 -0.09  N10 1.557, C20 1.504, H41 1.113, H42 1.099
20 C -1.64 0.73 -0.81  N7 1.374, C19 1.504, O21 1.156
21 O -1.57 0.48 -1.94  C20 1.156
22 C 1.27 -0.37 -1.32  C5 1.526, C23 1.587, H43 1.088, H44 1.053
23 C 2.58 -1.24 -1.12  C2 1.572, C22 1.587, H45 1.056, H46 1.093
24 H 4.89 -2.52 -2.36  C1 1.109
25 H 5.66 -0.93 -2.83  C1 1.121
26 H 5.61 -1.48 -1.14  C1 1.135
27 H 3.30 -0.57 -3.04  C2 1.095
28 H 4.89 1.21 -2.19  C3 1.088
29 H 4.48 0.67 -0.67  C3 1.085
30 H 2.57 1.76 -2.73  C4 1.068
31 H 3.17 2.50 -1.27  C4 1.027
32 H 1.90 1.03 0.09  C5 1.141
33 H 0.67 3.05 -0.62  C6 1.097
34 H 0.12 2.24 -2.04  C6 1.085
35 H -0.23 2.63 1.53  C8 1.128
36 H -1.94 2.78 0.91  C8 1.106
37 H -1.67 1.46 2.83  C9 1.019
38 H -0.61 0.34 2.16  C9 1.108
39 H -1.83 -2.21 1.74  C12 1.094
40 H -5.04 -3.71 3.55  N14 0.960
41 H -3.78 0.77 -0.31  C19 1.113
42 H -3.02 -0.83 -0.42  C19 1.099
43 H 0.46 -0.75 -0.70  C22 1.088
44 H 1.08 -0.50 -2.35  C22 1.053
45 H 3.03 -1.28 -0.17  C23 1.056
46 H 2.37 -2.24 -1.50  C23 1.093

2S+1 = 1
Energy = -1453.0825 a.u.
Structure (SMILES) = C[C@H]1CC[C@H](CN2CCN(c3cn[nH]c(=O)c3Cl)CC2=O)CC1
Orbital gap = 8.86 eV
Strongest force on any atom = 6.6 eV/A

---

# 2
Density functional theory data (wB97M-V/def2-TZVPD) for a 14-piece molecular cluster, C38H111N15O14 overall at a distorted geometry.

Each atom is followed by the atoms it is bonded to, with distances in Å.
CARTESIAN COORDINATES (ANGSTROEM)
1 C -18.28 -0.85 -17.25  C2 1.499, H4 1.109, H5 1.124, H6 1.113
2 C -17.45 -2.09 -17.10  C1 1.499, O3 1.397, H7 1.078, H8 1.087
3 O -16.82 -2.54 -18.26  C2 1.397, H9 0.969
4 H -18.67 -0.44 -16.30  C1 1.109
5 H -19.16 -1.01 -17.93  C1 1.124
6 H -17.67 0.00 -17.62  C1 1.113
7 H -18.12 -2.84 -16.72  C2 1.078
8 H -16.68 -1.98 -16.35  C2 1.087
9 H -16.04 -3.08 -18.07  O3 0.969
10 C -10.85 -2.24 -16.72  C11 1.538, H13 1.071, H14 1.091, H15 1.074
11 C -9.84 -3.35 -17.07  C10 1.538, O12 1.427, H16 1.072, H17 1.103
12 O -10.53 -4.38 -17.77  C11 1.427, H18 0.969
13 H -11.70 -2.43 -16.09  C10 1.071
14 H -11.25 -1.93 -17.68  C10 1.091
15 H -10.31 -1.41 -16.30  C10 1.074
16 H -9.38 -3.66 -16.15  C11 1.072
17 H -9.02 -2.95 -17.67  C11 1.103
18 H -10.28 -5.22 -17.36  O12 0.969
19 C -18.06 4.55 -22.63  C20 1.478, H22 1.094, H23 1.096, H24 1.108
20 C -16.86 3.96 -22.01  C19 1.478, O21 1.427, H25 1.087, H26 1.112
21 O -16.92 2.54 -21.83  C20 1.427, H27 0.974
22 H -18.22 4.20 -23.65  C19 1.094
23 H -17.92 5.64 -22.65  C19 1.096
24 H -18.95 4.27 -22.02  C19 1.108
25 H -16.69 4.30 -20.99  C20 1.087
26 H -15.95 4.19 -22.60  C20 1.112
27 H -17.17 2.21 -22.71  O21 0.974
28 C -10.34 -3.83 -21.59  O29 1.232, N30 1.424, N31 1.404
29 O -9.95 -3.40 -22.67  C28 1.232
30 N -10.19 -5.21 -21.26  C28 1.424, H32 0.993, H33 1.014
31 N -10.85 -3.08 -20.52  C28 1.404, H34 1.048, H35 1.030
32 H -10.14 -5.46 -20.30  N30 0.993
33 H -9.55 -5.69 -21.88  N30 1.014
34 H -11.24 -3.57 -19.68  N31 1.048
35 H -11.08 -2.10 -20.73  N31 1.030
36 C -12.74 -2.60 -26.05  O37 1.219, N38 1.314, N39 1.392
37 O -13.82 -3.15 -26.19  C36 1.219
38 N -11.88 -3.03 -25.14  C36 1.314, H40 1.008, H41 1.007
39 N -12.40 -1.53 -26.86  C36 1.392, H42 1.033, H43 0.996
40 H -10.90 -2.81 -25.17  N38 1.008
41 H -12.03 -3.88 -24.63  N38 1.007
42 H -11.42 -1.28 -27.06  N39 1.033
43 H -13.12 -1.37 -27.53  N39 0.996
44 C -18.81 0.17 -25.74  O45 1.237, N46 1.387, N47 1.370
45 O -18.32 -0.13 -24.65  C44 1.237
46 N -18.47 -0.42 -26.95  C44 1.387, H48 1.015, H49 1.013
47 N -19.72 1.19 -25.80  C44 1.370, H50 1.031, H51 0.997
48 H -19.00 -0.14 -27.77  N46 1.015
49 H -17.87 -1.23 -27.04  N46 1.013
50 H -20.05 1.61 -26.68  N47 1.031
51 H -19.81 1.63 -24.91  N47 0.997
52 C -12.57 -6.89 -24.47  O53 1.171, N54 1.373, N55 1.420
53 O -11.92 -7.85 -24.57  C52 1.171
54 N -12.49 -6.01 -23.41  C52 1.373, H56 1.025, H57 1.053
55 N -13.29 -6.40 -25.59  C52 1.420, H58 0.981, H59 0.998
56 H -12.03 -6.41 -22.58  N54 1.025
57 H -13.10 -5.20 -23.14  N54 1.053
58 H -13.77 -5.55 -25.57  N55 0.981
59 H -13.43 -7.00 -26.37  N55 0.998
60 C -14.34 -4.56 -20.34  C61 1.510, H66 1.138, H67 1.152, H68 1.143
61 C -14.92 -3.78 -21.50  C60 1.510, C62 1.533, N65 1.471, H69 1.129
62 C -15.83 -2.62 -21.08  C61 1.533, O63 1.392, H70 1.115, H71 1.080
63 O -16.14 -1.81 -22.17  C62 1.392, C64 1.402
64 C -16.60 -0.54 -21.80  O63 1.402, H72 1.106, H73 1.066, H74 1.124
65 N -13.80 -3.47 -22.40  C61 1.471, H75 0.975, H76 1.000
66 H -15.13 -4.80 -19.56  C60 1.138
67 H -13.56 -3.90 -19.80  C60 1.152
68 H -13.92 -5.56 -20.70  C60 1.143
69 H -15.57 -4.44 -22.14  C61 1.129
70 H -15.33 -1.97 -20.33  C62 1.115
71 H -16.68 -3.09 -20.61  C62 1.080
72 H -16.10 -0.09 -20.93  C64 1.106
73 H -17.63 -0.59 -21.51  C64 1.066
74 H -16.49 0.14 -22.69  C64 1.124
75 H -13.03 -3.11 -21.93  N65 0.975
76 H -14.19 -2.91 -23.13  N65 1.000
77 C -13.10 1.10 -14.16  C78 1.496, H83 1.089, H84 1.087, H85 1.134
78 C -14.54 0.89 -14.54  C77 1.496, C79 1.556, N82 1.443, H86 1.067
79 C -14.76 0.05 -15.83  C78 1.556, O80 1.426, H87 1.077, H88 1.071
80 O -14.11 0.74 -16.89  C79 1.426, C81 1.422
81 C -14.65 0.31 -18.14  O80 1.422, H89 1.128, H90 1.080, H91 1.091
82 N -15.23 0.16 -13.51  C78 1.443, H92 1.027, H93 1.023
83 H -12.57 1.29 -15.09  C77 1.089
84 H -12.69 0.25 -13.63  C77 1.087
85 H -12.92 2.00 -13.50  C77 1.134
86 H -15.02 1.83 -14.69  C78 1.067
87 H -15.83 0.06 -16.01  C79 1.077
88 H -14.45 -0.97 -15.72  C79 1.071
89 H -14.31 -0.73 -18.39  C81 1.128
90 H -14.20 1.01 -18.83  C81 1.080
91 H -15.73 0.39 -18.19  C81 1.091
92 H -16.25 0.13 -13.67  N82 1.027
93 H -15.07 0.60 -12.60  N82 1.023
94 C -16.89 -4.40 -27.37  C95 1.545, H100 1.075, H101 1.094, H102 1.134
95 C -17.35 -3.69 -26.08  C94 1.545, C96 1.538, N99 1.455, H103 1.069
96 C -17.08 -4.59 -24.86  C95 1.538, O97 1.394, H104 1.084, H105 1.085
97 O -17.86 -5.75 -24.96  C96 1.394, C98 1.438
98 C -17.30 -6.84 -24.21  O97 1.438, H106 1.085, H107 1.105, H108 1.102
99 N -16.67 -2.41 -25.99  C95 1.455, H109 1.055, H110 1.018
100 H -17.18 -3.82 -28.23  C94 1.075
101 H -17.37 -5.37 -27.46  C94 1.094
102 H -15.77 -4.59 -27.28  C94 1.134
103 H -18.40 -3.46 -26.06  C95 1.069
104 H -17.31 -4.00 -23.99  C96 1.084
105 H -16.04 -4.90 -24.87  C96 1.085
106 H -17.99 -7.67 -24.20  C98 1.085
107 H -17.08 -6.53 -23.18  C98 1.105
108 H -16.38 -7.14 -24.75  C98 1.102
109 H -16.94 -1.93 -25.08  N99 1.055
110 H -15.66 -2.50 -25.97  N99 1.018
111 C -19.19 -4.48 -21.51  C112 1.525, H117 1.074, H118 1.091, H119 1.095
112 C -20.06 -4.50 -20.26  C111 1.525, C113 1.504, N116 1.466, H120 1.078
113 C -20.16 -5.89 -19.69  C112 1.504, O114 1.440, H121 1.140, H122 1.088
114 O -20.58 -6.79 -20.74  C113 1.440, C115 1.379
115 C -20.52 -8.08 -20.25  O114 1.379, H123 1.124, H124 1.115, H125 1.121
116 N -19.50 -3.63 -19.22  C112 1.466, H126 0.994, H127 1.026
117 H -19.61 -4.97 -22.37  C111 1.074
118 H -18.22 -4.92 -21.28  C111 1.091
119 H -19.08 -3.42 -21.76  C111 1.095
120 H -21.03 -4.14 -20.56  C112 1.078
121 H -20.87 -5.95 -18.80  C113 1.140
122 H -19.22 -6.17 -19.24  C113 1.088
123 H -21.24 -8.26 -19.41  C115 1.124
124 H -19.53 -8.38 -19.83  C115 1.115
125 H -20.62 -8.72 -21.17  C115 1.121
126 H -18.51 -3.71 -19.18  N116 0.994
127 H -19.72 -2.72 -19.64  N116 1.026
128 C -12.66 0.03 -22.23  C129 1.505, H134 1.091, H135 1.112, H136 1.070
129 C -11.43 0.84 -21.93  C128 1.505, C130 1.579, N133 1.486, H137 1.112
130 C -11.94 1.94 -20.92  C129 1.579, O131 1.422, H138 1.122, H139 1.123
131 O -12.58 2.97 -21.68  C130 1.422, C132 1.436
132 C -12.85 4.08 -20.81  O131 1.436, H140 1.108, H141 1.096, H142 1.076
133 N -10.39 -0.04 -21.34  C129 1.486, H143 0.999, H144 1.010
134 H -13.37 0.67 -22.75  C128 1.091
135 H -13.22 -0.38 -21.36  C128 1.112
136 H -12.28 -0.80 -22.77  C128 1.070
137 H -11.10 1.34 -22.87  C129 1.112
138 H -11.09 2.36 -20.33  C130 1.122
139 H -12.67 1.49 -20.19  C130 1.123
140 H -13.47 3.82 -19.93  C132 1.108
141 H -13.41 4.81 -21.40  C132 1.096
142 H -11.93 4.50 -20.43  C132 1.076
143 H -9.68 0.56 -20.98  N133 0.999
144 H -9.88 -0.44 -22.11  N133 1.010
145 C -16.38 -7.05 -20.64  C146 1.569, H151 1.100, H152 1.065, H153 1.080
146 C -15.38 -8.26 -20.71  C145 1.569, C147 1.479, N150 1.467, H154 1.084
147 C -15.64 -9.38 -19.79  C146 1.479, O148 1.463, H155 1.087, H156 1.112
148 O -15.53 -8.80 -18.45  C147 1.463, C149 1.432
149 C -15.63 -9.79 -17.42  O148 1.432, H157 1.097, H158 1.123, H159 1.103
150 N -15.33 -8.75 -22.09  C146 1.467, H160 0.979, H161 1.007
151 H -16.24 -6.66 -19.62  C145 1.100
152 H -17.39 -7.33 -20.82  C145 1.065
153 H -16.08 -6.30 -21.35  C145 1.080
154 H -14.41 -7.84 -20.46  C146 1.084
155 H -14.86 -10.13 -19.85  C147 1.087
156 H -16.68 -9.75 -19.91  C147 1.112
157 H -16.44 -10.49 -17.68  C149 1.097
158 H -15.84 -9.29 -16.43  C149 1.123
159 H -14.70 -10.36 -17.28  C149 1.103
160 H -14.94 -9.63 -22.25  N150 0.979
161 H -14.92 -8.08 -22.73  N150 1.007
162 C -14.48 -6.21 -15.48  C163 1.533, H168 1.114, H169 1.091, H170 1.084
163 C -14.93 -5.58 -16.81  C162 1.533, C164 1.523, N167 1.443, H171 1.078
164 C -16.43 -5.76 -17.02  C163 1.523, O165 1.454, H172 1.084, H173 1.104
165 O -17.15 -5.27 -15.86  C164 1.454, C166 1.377
166 C -18.50 -5.44 -16.07  O165 1.377, H174 1.080, H175 1.100, H176 1.084
167 N -14.68 -4.17 -16.98  C163 1.443, H177 1.063, H178 1.028
168 H -13.37 -6.29 -15.46  C162 1.114
169 H -14.92 -7.21 -15.44  C162 1.091
170 H -14.80 -5.60 -14.64  C162 1.084
171 H -14.54 -6.17 -17.62  C163 1.078
172 H -16.70 -6.80 -17.21  C164 1.084
173 H -16.89 -5.24 -17.88  C164 1.104
174 H -18.92 -5.13 -15.13  C166 1.080
175 H -18.73 -6.51 -16.18  C166 1.100
176 H -18.88 -4.94 -16.96  C166 1.084
177 H -13.77 -3.91 -17.47  N167 1.063
178 H -14.97 -3.61 -16.16  N167 1.028

2S+1 = 1
Energy = -3389.0964 a.u.
Orbital gap = 8.62 eV
Strongest force on any atom = 5.1 eV/A